A | Formula: CH2BrI
Source: the OMol25 dataset
Level of theory: ωB97M-V/def2-TZVPD

As for the LUMO energy (spin up / spin down): -0.3 / -3.2 eV. The highest occupied orbital energy (spin up / spin down) is -10.2 / -8.6 eV. The HOMO-LUMO gap (spin up / spin down) comes out at 9.88 / 5.45 eV. The molar mass comes out at 220.84 Da.

Positions of all 5 atoms, in Å:
C: 0.6999 0.3843 0.3358
Br: 0.8969 -1.0924 -0.7515
I: -3.2008 -1.0299 -0.6833
H: 1.2757 0.3283 1.2862
H: 0.3283 1.4098 -0.1873

B | Formula: CH2BrI
Source: the OMol25 dataset
Level of theory: ωB97M-V/def2-TZVPD

As for the LUMO energy (spin up / spin down): -1.3 / -2.6 eV. The highest occupied orbital energy (spin up / spin down) is -9.7 / -9.3 eV. The HOMO-LUMO gap (spin up / spin down) comes out at 8.44 / 6.67 eV. The molar mass comes out at 220.84 Da.

Positions of all 5 atoms, in Å:
C: -0.5516 -0.2501 -0.0854
Br: -2.3557 -0.2465 0.0609
I: 0.7990 -3.0465 -0.8230
H: -0.1867 -0.4042 0.9308
H: -0.1431 0.5429 -0.7379

Verdict on stability: A comes out at the bottom.

A | Formula: C4H15N2O2
Source: the OMol25 dataset
Level of theory: ωB97M-V/def2-TZVPD

As for the LUMO energy: -3.1 eV. The highest occupied orbital energy is -11.8 eV. The HOMO-LUMO gap comes out at 8.69 eV. The molar mass comes out at 123.18 Da. The charge is +1.

Positions of all 23 atoms, in Å:
C: 2.5473 0.4317 2.2270
C: 2.2564 -0.6221 1.1282
C: 0.9862 -0.2672 0.4460
C: -0.1798 -0.8789 0.5257
N: -1.2997 -0.4050 -0.3386
N: 2.6863 1.7812 1.7114
H: 3.3794 0.2382 2.8825
H: 1.6729 0.3486 2.8908
H: 2.3792 -1.5952 1.5288
H: 3.0279 -0.4510 0.3880
H: 1.0807 0.3387 -0.4196
H: -0.5905 -1.6345 1.1669
H: -2.1948 -0.5129 0.1516
H: -1.2149 0.4987 -0.7960
H: -1.4702 -0.9987 -1.1362
H: 2.4236 1.9398 0.7558
H: 3.5548 2.2032 1.9868
H: -4.5739 0.4280 -0.9988
H: -3.6042 -0.3271 -1.9998
O: -3.8419 -0.1844 -1.0689
H: -2.2738 -0.8856 -3.8190
H: -2.4741 0.6314 -3.9203
O: -2.2771 -0.0768 -3.2922

B | Formula: C4H15N2O2
Source: the OMol25 dataset
Level of theory: ωB97M-V/def2-TZVPD

As for the LUMO energy: -3.0 eV. The highest occupied orbital energy is -13.9 eV. The HOMO-LUMO gap comes out at 10.86 eV. The molar mass comes out at 123.18 Da. The charge is +1.

Positions of all 23 atoms, in Å:
N: 0.7659 -0.9504 0.1955
C: 0.3870 0.3106 0.8929
C: 1.2504 1.4459 0.5456
O: 2.5716 0.9393 0.4485
C: -1.1313 0.7577 0.5582
N: -1.6122 0.1021 -0.6738
C: -1.4198 0.9250 -2.0028
H: 0.7266 -1.9160 0.8072
H: 1.6472 -0.8662 -0.3977
H: -0.0645 -1.0959 -0.4683
H: 0.5430 -0.0796 2.0567
H: 1.1212 2.2933 1.2771
H: 1.0218 1.8698 -0.5068
H: 3.1145 1.6993 0.1404
H: -1.7259 0.3066 1.3385
H: -1.2727 1.8244 0.6270
H: -2.5805 0.1808 -0.7034
H: -0.2980 1.0409 -2.1514
H: -2.0632 1.8662 -2.1044
H: -1.6226 0.1005 -2.7031
H: -0.3767 -3.9798 0.5344
H: 0.9546 -3.5142 1.3517
O: 0.0634 -3.2603 0.9382

C | Formula: C4H15N2O2
Source: the OMol25 dataset
Level of theory: ωB97M-V/def2-TZVPD

As for the LUMO energy: -7.8 eV. The highest occupied orbital energy is -13.6 eV. The HOMO-LUMO gap comes out at 5.75 eV. The molar mass comes out at 123.18 Da. The charge is +1.

Positions of all 23 atoms, in Å:
C: 2.3091 -0.9631 0.2283
C: 0.9789 -1.5855 -0.1836
C: -0.2638 -0.7603 0.2003
C: -0.2641 0.7355 0.1282
N: -0.8124 1.3770 -1.0578
N: 2.3241 -1.0405 1.6679
H: 2.6261 0.0142 -0.3332
H: 3.1288 -1.6136 -0.2447
H: 0.9612 -2.4899 0.4391
H: 1.0512 -1.8570 -1.2739
H: -0.9352 -1.3346 0.9014
H: 0.6109 1.2534 0.2758
H: -0.9115 1.0542 0.9867
H: -0.2745 1.4527 -1.9510
H: -1.5694 0.7335 -1.4192
H: 3.2111 -0.8282 2.1627
H: 1.5044 -0.5980 2.0297
H: -2.4628 3.9505 1.3602
H: -2.1036 3.0115 0.1507
O: -2.1140 3.0764 1.1353
H: -1.6073 -1.1873 -1.2324
H: -3.1473 -1.3643 -1.9445
O: -2.2399 -1.0366 -2.0259

D | Formula: C4H15N2O2
Source: the OMol25 dataset
Level of theory: ωB97M-V/def2-TZVPD

As for the LUMO energy: -3.0 eV. The highest occupied orbital energy is -12.1 eV. The HOMO-LUMO gap comes out at 9.11 eV. The molar mass comes out at 123.18 Da. The charge is +1.

Positions of all 23 atoms, in Å:
C: 1.0020 0.2408 -2.4945
C: -0.4099 -0.5815 -2.4729
C: -0.6680 -0.7947 -1.0015
C: -1.6209 -0.0928 -0.2886
N: -1.4379 0.0164 1.1583
N: 1.9828 -0.4195 -1.5882
H: 0.7093 1.2252 -2.2811
H: 1.4570 0.2346 -3.6592
H: 0.0186 -1.4898 -2.9153
H: -1.0208 0.0671 -3.1111
H: -0.0160 -1.6272 -0.6977
H: -2.4245 0.3510 -0.7394
H: -0.6741 0.6728 1.3535
H: -2.3045 0.5053 1.4109
H: -1.1937 -0.9139 1.5493
H: 2.5188 -1.0634 -2.0686
H: 2.3662 0.2037 -0.8716
H: 0.5157 1.8592 3.1504
H: 1.6850 2.0530 2.2574
O: 0.8719 1.5263 2.3859
H: 0.1447 -0.1413 3.5656
H: -0.8589 -1.2626 3.9714
O: -0.6427 -0.5686 3.3872

Verdict on stability: C comes out at the bottom.

A | Formula: BrH16O8
Source: the OMol25 dataset
Level of theory: ωB97M-V/def2-TZVPD

As for the LUMO energy: 3.1 eV. The highest occupied orbital energy is -6.5 eV. The HOMO-LUMO gap comes out at 9.59 eV. The molar mass comes out at 224.02 Da. The charge is -1.

Positions of all 25 atoms, in Å:
Br: 0.1648 0.0669 0.1103
O: -3.1229 1.5785 -1.0970
H: -2.7255 2.0924 -1.8067
H: -2.4376 0.9349 -0.8589
O: 0.7396 -3.3463 0.5602
H: 0.5871 -3.6776 -0.3300
H: 0.9200 -2.3963 0.4297
O: -2.3153 -0.1462 2.7537
H: -2.7936 -0.9805 2.7858
H: -1.5255 -0.3398 2.2241
O: 3.3019 -1.4931 -0.4848
H: 4.0291 -0.9965 -0.8749
H: 2.5582 -0.8667 -0.4773
O: -2.3427 -1.7127 -1.4941
H: -2.6531 -2.4132 -0.9120
H: -1.6857 -1.2301 -0.9599
O: 2.6292 1.1180 2.3143
H: 1.8775 0.8820 1.7401
H: 3.2427 0.3837 2.2064
O: 1.2987 1.1404 -3.2593
H: 1.2310 1.0998 -2.2941
H: 0.4977 0.7024 -3.5645
O: -0.6044 3.3775 0.7611
H: -0.2693 3.7975 1.5599
H: -0.6018 2.4251 0.9678

B | Formula: BrH16O8
Source: the OMol25 dataset
Level of theory: ωB97M-V/def2-TZVPD

As for the LUMO energy: 2.9 eV. The highest occupied orbital energy is -6.4 eV. The HOMO-LUMO gap comes out at 9.33 eV. The molar mass comes out at 224.02 Da. The charge is -1.

Positions of all 25 atoms, in Å:
Br: -0.1734 -0.1348 -0.4112
O: -1.1934 -0.8048 2.9648
H: -1.0024 -0.8558 2.0578
H: -1.4234 0.0582 3.2208
O: 2.6916 1.1842 1.5118
H: 2.1866 0.9762 2.3038
H: 2.1596 0.8082 0.9608
O: 2.8566 -0.1408 -1.7822
H: 2.0326 0.0362 -1.4062
H: 3.5406 -0.8928 -1.3552
O: -0.7194 -3.3858 -1.7012
H: 0.0606 -3.8068 -1.2872
H: -0.3474 -2.4298 -1.7292
O: -2.0094 3.0302 0.6298
H: -1.6344 3.7432 0.0368
H: -1.5694 2.4052 -0.0512
O: -0.2144 2.7402 -1.8632
H: 0.7106 2.9852 -1.7322
H: -0.2124 1.8902 -1.5912
O: -3.6474 -0.0848 -0.9422
H: -3.9054 -0.3928 -1.8532
H: -2.7434 -0.1578 -0.9892
O: 1.2396 -2.4828 1.8888
H: 1.0756 -1.6528 1.2918
H: 2.2416 -2.6348 1.8278

Verdict on stability: B comes out at the bottom.

A | Formula: CHNO3
Source: the OMol25 dataset
Level of theory: ωB97M-V/def2-TZVPD

As for the LUMO energy: -0.2 eV. The highest occupied orbital energy is -9.5 eV. The HOMO-LUMO gap comes out at 9.33 eV. The molar mass comes out at 75.02 Da.

Positions of all 6 atoms, in Å:
C: 0.6219 -0.0467 0.3527
N: 0.3083 -1.8921 0.7462
O: 0.4884 -2.6301 -0.1488
O: 1.5841 0.4248 0.8161
O: -0.0521 -2.0207 1.8649
H: -0.2917 0.1069 -0.2209

B | Formula: CHNO3
Source: the OMol25 dataset
Level of theory: ωB97M-V/def2-TZVPD

As for the structure (SMILES): O=C=O.N=O. As for the LUMO energy: -0.3 eV. The highest occupied orbital energy is -9.7 eV. The HOMO-LUMO gap comes out at 9.33 eV. The molar mass comes out at 75.02 Da.

Positions of all 6 atoms, in Å:
O: 2.3936 0.4835 -0.2745
C: 1.6469 -0.2933 0.1197
O: 0.8122 -1.0403 0.3145
N: -1.3090 0.3408 -0.3866
O: -1.5479 1.1180 0.5000
H: -1.9959 -0.6087 -0.2730

C | Formula: CHNO3
Source: the OMol25 dataset
Level of theory: ωB97M-V/def2-TZVPD

As for the structure (SMILES): O=C=O.N=O. As for the LUMO energy: -0.6 eV. The highest occupied orbital energy is -9.7 eV. The HOMO-LUMO gap comes out at 9.19 eV. The molar mass comes out at 75.02 Da.

Positions of all 6 atoms, in Å:
O: -0.6810 -1.6382 -0.1053
C: -0.5493 -0.9392 -0.9995
O: -0.5394 -0.2207 -1.8792
N: 0.3471 1.1052 1.2706
O: 1.4171 0.5720 1.4376
H: 0.0054 1.1209 0.2757

Verdict on stability: A comes out at the bottom.